(1)
ORCA calculation (ωB97M-V/def2-TZVPD) on the molecule C3H2Cl2O at a distorted geometry.

Last column: Mulliken charge in e.
Geometry (Å):
C: 0.48275 0.12467 0.23108  -0.47
C: 0.01515 0.62492 1.63526  0.10
C: -1.04266 0.17757 2.31603  0.47
O: -1.79001 -0.21351 3.11522  -0.33
Cl: 0.38379 2.21659 2.28021  -0.18
Cl: 2.04805 0.63939 -0.80069  -0.19
H: -0.09477 0.35664 -0.60858  0.33
H: 0.88006 -0.92731 0.32286  0.27

Forces on the atoms, in the same order (eV/Å):
2.6 -1.4 0.9
0.0 0.5 -1.3
0.9 -0.7 0.5
0.0 0.2 -0.8
0.3 0.1 -0.3
-0.6 0.5 1.7
-1.8 -0.2 -0.5
-1.5 0.9 -0.1

Output
Orbital gap in hartree: 0.319
LUMO level in eV: -0.5992
Energy in Eh: -1111.051030
SMILES string: O=C=C(Cl)CCl
E_HOMO in eV: -9.3

(2)
ORCA calculation (ωB97M-V/def2-TZVPD) on a structure of composition C3H2Cl2O4S2 at a distorted geometry.

Last column: Mulliken charge in e.
Geometry (Å):
C: 0.14465 0.38907 0.50082  -0.76
C: -0.71759 -1.69189 -0.36619  -0.07
C: -0.24170 -0.35067 -0.69887  0.15
O: 1.92235 2.19877 1.43494  -0.50
O: 2.22385 1.25838 -0.82901  -0.50
O: -1.92780 -3.16707 1.45160  -0.51
O: -2.45317 -0.73540 1.32981  -0.47
S: 1.40407 1.43999 0.35323  0.90
S: -1.54298 -1.82606 1.12283  0.88
Cl: 0.33374 -3.02517 -0.53062  -0.09
Cl: -1.55750 0.58002 -1.50995  -0.15
H: -0.48404 0.64400 1.22359  0.50
H: 0.50309 -0.41477 -1.36301  0.62

Forces on the atoms, in the same order (eV/Å):
4.5 1.4 -2.2
-0.1 -1.3 2.1
-2.8 1.1 1.5
-0.6 0.4 0.6
-0.9 0.3 0.7
0.4 0.0 0.5
0.2 0.3 0.5
0.7 -2.0 -1.5
-1.7 -0.6 -1.6
0.4 -0.1 -0.8
-0.3 -0.1 -0.5
-2.7 0.8 3.1
2.9 -0.2 -2.5

Output
Orbital gap (spin up / spin down) in hartree: 0.275 / 0.271
LUMO level (spin up / spin down) in eV: -2.4025 / -2.4704
Energy in Eh: -2133.045941
E_HOMO (spin up / spin down) in eV: -9.9 / -9.8

(3)
ORCA calculation (ωB97M-V/def2-TZVPD) on the molecule C3H2Cl2OS2 at a distorted geometry.

Last column: Mulliken charge in e.
Geometry (Å):
C: 0.28010 1.16350 2.46978  0.34
C: -0.27654 2.17754 1.59906  0.08
C: -0.13245 0.01135 0.19229  -0.66
O: -2.50240 1.21923 0.59810  -0.53
S: 0.21094 -0.47286 1.89837  -0.08
S: -1.16813 1.55940 0.14245  0.38
Cl: 0.98853 1.50533 3.97412  -0.14
Cl: -0.30655 3.82687 2.00886  -0.17
H: 0.80776 0.26095 -0.30078  0.41
H: -0.62860 -0.80485 -0.32874  0.38

Forces on the atoms, in the same order (eV/Å):
-1.8 3.1 -3.1
1.8 -3.3 2.3
0.0 0.5 0.3
-1.3 -0.2 0.1
0.1 -0.1 0.0
1.5 -0.2 0.4
-0.1 -0.1 0.0
-0.1 0.1 -0.1
0.0 0.0 0.0
-0.2 0.2 0.0

Output
Orbital gap in hartree: 0.325
LUMO level in eV: 0.0066
Energy in Eh: -1907.450937
E_HOMO in eV: -8.8

(4)
ORCA calculation (ωB97M-V/def2-TZVPD) on a cluster of 2 separate species, C3H2Cl3N in total at a distorted geometry.

Last column: Mulliken charge in e.
Geometry (Å):
C: -0.87476 0.62901 1.38942  0.46
C: -1.45044 -0.15593 0.41901  -0.44
C: 1.50763 0.08265 -1.19167  -0.14
N: -0.42005 1.20023 2.28702  -0.33
Cl: -1.24492 -1.85406 0.55984  -0.08
Cl: 1.53715 -1.59008 -0.71743  -0.09
Cl: 2.04545 1.30974 -0.29588  -0.07
H: -2.29843 0.00366 -0.18792  0.36
H: 1.19838 0.37477 -2.26238  0.32

Forces on the atoms, in the same order (eV/Å):
-0.2 0.3 0.4
0.2 -1.8 0.0
-1.7 -1.5 -3.2
0.2 0.2 -0.1
-0.1 0.1 0.3
0.6 1.3 -0.5
0.9 1.4 1.6
-0.5 1.1 -0.5
0.5 -1.1 1.9

Output
Orbital gap (spin up / spin down) in hartree: 0.334 / 0.240
LUMO level (spin up / spin down) in eV: -0.2236 / -1.6387
Energy in Eh: -1550.699027
E_HOMO (spin up / spin down) in eV: -9.3 / -8.2

(5)
ORCA calculation (ωB97M-V/def2-TZVPD) on a cluster of 2 separate species, C3H2Cl3N3O in total at a distorted geometry.

Last column: Mulliken charge in e.
Geometry (Å):
C: -3.32855 1.56625 -0.74132  0.54
C: 0.09462 -0.53648 -0.91038  -0.17
C: 0.38933 0.17284 0.15515  -0.33
N: -3.26413 1.72497 0.45109  -0.05
N: -2.68175 1.39512 1.61093  -0.04
N: -1.60032 1.93951 1.84272  -0.05
O: -3.60918 1.29380 -1.83060  -0.38
Cl: -0.87513 0.00411 -2.14572  -0.14
Cl: 1.42533 -0.45893 1.36948  -0.15
Cl: -0.93896 1.16712 3.27457  -0.04
H: 0.46411 -1.54579 -1.11230  0.35
H: -0.20716 1.00972 0.30488  0.45

Forces on the atoms, in the same order (eV/Å):
-0.2 -1.0 1.2
1.4 -1.8 0.2
0.1 -1.6 -0.3
-0.1 1.4 -0.5
0.4 -0.8 0.4
-0.4 -0.5 -0.1
0.0 0.5 -0.6
-1.1 0.8 -1.2
0.1 0.2 0.0
-0.2 0.6 -0.1
0.2 0.4 0.3
-0.1 1.9 0.7

Output
Orbital gap in hartree: 0.329
LUMO level in eV: -0.5656
Energy in Eh: -1735.452309
SMILES string: O=C=N/N=N/Cl.Cl/C=C/Cl
E_HOMO in eV: -9.5

(6)
ORCA calculation (ωB97M-V/def2-TZVPD) on the molecule C3H2ClF3O at a distorted geometry.

Last column: Mulliken charge in e.
Geometry (Å):
C: -0.71301 -0.60879 -0.63323  0.10
C: 0.10098 0.60977 -0.17984  0.60
C: 0.74024 0.10859 1.24643  -0.02
H: 0.07882 -1.47287 -0.66679  0.32
H: 1.16981 0.89209 2.01491  0.31
O: 0.97177 -1.09350 1.22460  -0.42
F: -1.57810 -0.94790 0.30957  -0.21
F: -0.69481 1.73746 -0.21779  -0.26
F: 1.25949 0.82461 -0.91124  -0.25
Cl: -1.33517 -0.04946 -2.18662  -0.16

Forces on the atoms, in the same order (eV/Å):
3.7 -0.6 -1.3
0.5 0.1 2.1
0.9 -0.4 -1.1
-1.8 1.5 -0.8
-1.0 -1.5 -1.1
-0.1 2.7 1.3
-1.5 0.2 0.3
1.4 -1.0 0.6
-1.5 -0.1 0.2
-0.7 -1.0 -0.2

Output
Orbital gap in hartree: 0.387
LUMO level in eV: -0.1185
Energy in Eh: -950.489037
SMILES string: O=CC(F)(F)[C@@H](F)Cl
E_HOMO in eV: -10.7

(7)
ORCA calculation (ωB97M-V/def2-TZVPD) on the molecule C3H2ClFOS at a distorted geometry.

Last column: Mulliken charge in e.
Geometry (Å):
C: -0.29577 -1.07112 0.47094  0.28
C: 0.56596 -0.25379 -0.24915  0.23
C: 0.05892 0.94591 -0.78066  -0.30
H: -0.87038 0.69635 1.16683  0.42
H: -1.08966 1.12000 -1.04571  0.36
O: -1.25394 -0.34880 1.20777  -0.46
F: 0.81199 1.90992 -1.21960  -0.22
S: -0.15787 -2.77619 0.36405  -0.19
Cl: 2.23075 -0.22227 0.08551  -0.12

Forces on the atoms, in the same order (eV/Å):
-2.8 -3.7 1.8
0.4 6.0 -1.7
-2.4 -2.7 -0.1
-1.6 -4.1 0.2
2.6 -0.6 0.8
2.9 2.1 -1.2
0.7 0.5 -0.3
-0.6 3.2 0.6
0.9 -0.6 -0.1

Output
Orbital gap in hartree: 0.295
LUMO level in eV: -1.0516
Energy in Eh: -1148.903339
SMILES string: OC(=S)/C(Cl)=C/F
E_HOMO in eV: -9.1

(8)
ORCA calculation (ωB97M-V/def2-TZVPD) on a structure of composition C3H2ClN4O at a distorted geometry.

Last column: Mulliken charge in e.
Geometry (Å):
C: -0.66296 1.35459 -0.99068  0.10
C: 1.38817 0.59890 -0.60518  0.11
C: -0.34108 -0.22897 0.52137  0.48
N: 0.62804 1.44155 -1.29339  -0.64
N: -1.20824 0.56228 -0.09337  -0.59
N: 0.96720 -0.24760 0.30312  -0.44
N: -0.83043 -1.54305 1.87040  0.04
O: 0.15181 -1.91683 2.44110  -0.37
Cl: -1.22630 -2.67297 0.17568  -0.49
H: -1.32507 2.02527 -1.53280  0.40
H: 2.45886 0.62683 -0.79625  0.40

Forces on the atoms, in the same order (eV/Å):
0.0 0.4 -0.2
0.3 0.1 0.0
-0.1 -1.8 1.8
0.0 0.2 -0.3
-0.3 -0.1 0.2
0.0 -0.1 0.3
1.5 2.0 0.5
-1.0 0.5 -0.8
-0.4 -1.2 -1.3
-0.1 0.0 0.0
0.0 0.0 -0.1

Output
Total charge: -1
Orbital gap in hartree: 0.277
LUMO level in eV: 3.9082
Energy in Eh: -869.928315
E_HOMO in eV: -3.6